No. 1
The following is a DFT calculation (wB97M-V/def2-TZVPD) of a structure of composition C35H57NO5PW.

Output
**Charge**: -1
**Spin multiplicity**: 3
**Orbital gap (spin up / spin down)**: 0.12939 / 0.13139 Eh
**HOMO level (spin up / spin down)**: -1.303 / -1.366 eV

CARTESIAN COORDINATES (ANGSTROEM)
C 0.1824 0.1023 -6.4756
C -0.0251 -0.4236 -5.0482
C -0.0468 1.6107 -6.7501
C -0.6555 2.4084 -5.6529
H -0.7182 1.6193 -7.6153
H 0.9097 2.0526 -7.0728
C -1.3652 -0.3093 -4.5190
H 0.7080 0.0672 -4.3775
H 0.2245 -1.5037 -5.0612
C -1.8545 -1.1540 -3.4365
H -2.0306 0.4628 -4.8828
H -1.7488 2.4193 -5.6294
C 0.0329 3.1249 -4.7494
C 1.6135 -0.2255 -6.8866
C -0.6209 -0.7289 -7.4724
O -1.2852 -0.2546 -8.3863
O 2.5448 -0.3024 -6.0947
O 1.7512 -0.4108 -8.2088
O -0.5273 -2.0573 -7.3056
C -1.1893 -2.7625 -8.3588
H -1.0212 -3.8151 -8.1464
H -0.7502 -2.4800 -9.3207
H -2.2558 -2.5188 -8.3655
C 3.0736 -0.7666 -8.6110
H 3.8003 -0.0142 -8.2822
H 3.0335 -0.8212 -9.6976
H 3.3457 -1.7404 -8.1867
O -1.0296 -1.0628 -2.2322
H -1.8409 -2.2250 -3.7083
H -2.8927 -0.8648 -3.2046
C -0.7364 3.8658 -3.6981
C 1.5359 3.1392 -4.7457
H 1.9295 3.6888 -5.6158
H 1.9649 2.1236 -4.7916
H 1.9098 3.6345 -3.8419
H -0.0640 4.2809 -2.9421
H -1.4565 3.1979 -3.1984
H -1.3178 4.6893 -4.1393
W -0.3244 -0.0947 0.0507
C -2.5610 -0.6031 0.9309
C -2.5066 -0.3063 -0.4356
C -1.8492 -1.4806 -1.1177
H -3.1151 0.4054 -0.9853
C -1.0818 -2.1224 0.0158
C -1.6511 -1.6713 1.2205
H -1.4375 -2.0766 2.2064
H -3.2185 -0.1046 1.6293
H -2.6457 -2.1714 -1.4497
H -0.4814 -3.0117 -0.1211
C 2.2908 0.8918 -0.0332
C 2.3320 -0.3794 0.5834
C 1.6528 -1.3083 -0.2599
H 2.8945 -0.6520 1.4764
C 1.2993 -0.6114 -1.4724
C 1.5562 0.7883 -1.2548
H 1.3750 1.5690 -1.9938
H 2.8457 1.7712 0.2789
H 1.6180 -2.3896 -0.1379
H 1.1769 -1.0739 -2.4421
C 2.4485 1.1269 3.7387
C 0.9933 0.7863 4.0820
C 0.7886 -0.7134 3.8159
C 0.7821 1.0710 5.5806
P -0.1818 1.7778 2.9923
N -0.2307 1.0334 1.5378
C -1.9162 1.8166 3.7325
C -2.0441 2.7640 4.9409
C -2.9134 2.2720 2.6447
C -2.2917 0.4033 4.1984
C 0.4118 3.5439 2.7518
C 1.5757 3.5788 1.7581
C -0.7057 4.4002 2.1357
C 0.8725 4.1806 4.0770
H 3.0955 0.4363 4.3019
H 2.7382 2.1419 4.0315
H 2.6592 0.9752 2.6751
H 1.4958 -1.2705 4.4488
H -0.2177 -1.0616 4.0665
H 1.0011 -0.9677 2.7695
H 0.8846 2.1349 5.8282
H -0.1769 0.7036 5.9593
H 1.5693 0.5340 6.1332
H -1.9233 3.8204 4.6782
H -3.0640 2.6489 5.3410
H -1.3522 2.5177 5.7536
H -2.6171 1.9421 1.6442
H -3.8967 1.8350 2.8675
H -3.0476 3.3585 2.6260
H -2.1488 -0.3378 3.4049
H -1.7486 0.0853 5.0949
H -3.3613 0.4046 4.4584
H 1.2858 3.1417 0.7983
H 1.8434 4.6315 1.5832
H 2.4741 3.0757 2.1258
H -1.5168 4.6258 2.8357
H -0.2632 5.3629 1.8406
H -1.1153 3.9345 1.2297
H 0.0902 4.1945 4.8434
H 1.7646 3.7020 4.4946
H 1.1383 5.2279 3.8652

Results of the Löwdin charge analysis, in e, for atoms 1 through 99: atom 1 (C): -0.245, atom 2 (C): -0.215, atom 3 (C): -0.089, atom 4 (C): -0.093, atom 5 (H): 0.112, atom 6 (H): 0.122, atom 7 (C): -0.204, atom 8 (H): 0.102, atom 9 (H): 0.126, atom 10 (C): -0.282, atom 11 (H): 0.037, atom 12 (H): 0.114, atom 13 (C): -0.341, atom 14 (C): -0.437, atom 15 (C): -0.436, atom 16 (O): 0.074, atom 17 (O): 0.100, atom 18 (O): -0.028, atom 19 (O): -0.025, atom 20 (C): -0.051, atom 21 (H): 0.088, atom 22 (H): 0.094, atom 23 (H): 0.096, atom 24 (C): -0.045, atom 25 (H): 0.095, atom 26 (H): 0.088, atom 27 (H): 0.099, atom 28 (O): -0.224, atom 29 (H): 0.099, atom 30 (H): 0.103, atom 31 (C): -0.075, atom 32 (C): -0.066, atom 33 (H): 0.078, atom 34 (H): 0.074, atom 35 (H): 0.065, atom 36 (H): 0.060, atom 37 (H): 0.079, atom 38 (H): 0.073, atom 39 (W): 1.483, atom 40 (C): -0.213, atom 41 (C): -0.229, atom 42 (C): -0.456, atom 43 (H): 0.104, atom 44 (C): -0.240, atom 45 (C): -0.202, atom 46 (H): 0.095, atom 47 (H): 0.078, atom 48 (H): 0.140, atom 49 (H): 0.106, atom 50 (C): -0.188, atom 51 (C): -0.184, atom 52 (C): -0.224, atom 53 (H): 0.090, atom 54 (C): -0.244, atom 55 (C): -0.192, atom 56 (H): 0.093, atom 57 (H): 0.081, atom 58 (H): 0.101, atom 59 (H): 0.111, atom 60 (C): -0.092, atom 61 (C): -0.596, atom 62 (C): -0.089, atom 63 (C): -0.095, atom 64 (P): 0.949, atom 65 (N): -0.405, atom 66 (C): -0.587, atom 67 (C): -0.093, atom 68 (C): -0.100, atom 69 (C): -0.093, atom 70 (C): -0.605, atom 71 (C): -0.103, atom 72 (C): -0.091, atom 73 (C): -0.088, atom 74 (H): 0.091, atom 75 (H): 0.061, atom 76 (H): 0.049, atom 77 (H): 0.089, atom 78 (H): 0.056, atom 79 (H): 0.052, atom 80 (H): 0.064, atom 81 (H): 0.057, atom 82 (H): 0.085, atom 83 (H): 0.058, atom 84 (H): 0.089, atom 85 (H): 0.060, atom 86 (H): 0.055, atom 87 (H): 0.085, atom 88 (H): 0.063, atom 89 (H): 0.047, atom 90 (H): 0.061, atom 91 (H): 0.091, atom 92 (H): 0.064, atom 93 (H): 0.088, atom 94 (H): 0.058, atom 95 (H): 0.056, atom 96 (H): 0.086, atom 97 (H): 0.091, atom 98 (H): 0.058, atom 99 (H): 0.058



No. 2
The following is a DFT calculation (wB97M-V/def2-TZVPD) of the molecule C2H3BrS.

Output
**Energy relative to the best compared isomer or geometry (same formula, charge and spin)**: 47.3 kJ/mol
**Orbital gap**: 0.30071 Eh
**HOMO level**: -9.229 eV

CARTESIAN COORDINATES (ANGSTROEM)
C 0.6516 -0.5308 -0.1982
C -0.4227 0.3973 0.3896
S 2.0867 -0.0951 -0.9435
Br -1.9781 0.5532 -0.8179
H 0.3236 -1.5778 -0.0956
H -0.7881 -0.1598 1.2285
H 0.1271 1.4130 0.4371

Calculated atomic charges, method natural (NBO), unit e: atom 1 (C): -0.248, atom 2 (C): -0.515, atom 3 (S): 0.067, atom 4 (Br): 0.014, atom 5 (H): 0.189, atom 6 (H): 0.237, atom 7 (H): 0.256



No. 3
The following is a DFT calculation (wB97M-V/def2-TZVPD) of a cluster of 14 separate species, C4H39N3O14 in total.

Output
**Energy relative to the best compared isomer or geometry (same formula, charge and spin)**: 187.3 kJ/mol
**Orbital gap**: 0.34502 Eh
**HOMO level**: -9.092 eV

CARTESIAN COORDINATES (ANGSTROEM)
C -0.6018 -0.6333 -0.0914
N -1.2813 -0.8257 -1.3827
C -0.4592 -1.1583 -2.4985
N 0.0928 -0.1038 -3.3071
C -1.1729 0.6834 0.5769
N -0.0899 1.6207 0.9131
C -0.6076 2.9908 0.8703
O -0.6491 3.5075 -0.4550
H 0.4661 -0.4513 -0.2054
H -0.8540 -1.4844 0.5590
H -1.8676 -0.0184 -1.5009
H 0.3213 -1.8697 -2.1763
H -1.2276 -1.7358 -3.1849
H -0.4863 0.6201 -3.6898
H 0.7418 -0.4460 -4.0164
H -1.5987 0.3767 1.6090
H -2.0114 1.1584 0.0287
H 0.8290 1.4290 0.3452
H 0.1161 3.6317 1.4338
H -1.5805 3.0025 1.3443
H 0.0766 3.1141 -0.9759
H 4.1942 1.8947 -2.5733
H 3.7901 2.3235 -1.1129
O 3.7749 2.5780 -2.0446
H 1.4526 -2.5680 1.2867
H 0.9928 -2.6844 2.7245
O 1.3602 -3.2180 2.0053
H -2.0563 -0.5209 3.2243
H -0.9910 0.5141 2.7931
O -1.3151 0.0253 3.5599
H -2.9774 -2.0433 1.3503
H -4.1432 -1.9188 2.4086
O -3.2118 -1.7366 2.2731
H -2.0139 -3.7994 0.1771
H -2.1664 -2.3567 -0.5668
O -2.5784 -3.0359 -0.0281
H -3.8225 3.0025 -1.3214
H -2.2200 2.8040 -1.0731
O -3.0176 2.5091 -1.5488
H 1.7049 0.4764 2.8619
H 1.9916 1.9741 2.5104
O 2.4205 1.1284 2.6655
H 3.2813 0.7045 1.0533
H 2.5306 0.7275 -0.3222
O 3.4002 0.5809 0.0962
H 3.2059 -1.5689 -0.3766
H 3.8578 -2.7322 0.0977
O 2.9513 -2.4834 -0.1429
H 1.4831 -1.1072 4.5328
H 0.2434 -0.8064 3.6526
O 1.2127 -0.9713 3.6151
H -0.0003 -5.4770 0.0659
H 0.0806 -4.2929 1.0164
O -0.5336 -4.7606 0.4242
H 0.9169 1.1906 -2.0434
H 2.1275 2.2870 -1.5644
O 1.3702 1.7027 -1.3208
H -1.7987 3.1076 -4.8780
H -1.9403 2.7728 -3.4120
O -1.7124 2.3701 -4.2619

Calculated atomic charges, method natural (NBO), unit e: atom 1 (C): -0.242, atom 2 (N): -0.668, atom 3 (C): -0.042, atom 4 (N): -0.906, atom 5 (C): -0.236, atom 6 (N): -0.736, atom 7 (C): 0.090, atom 8 (O): -0.782, atom 9 (H): 0.183, atom 10 (H): 0.202, atom 11 (H): 0.385, atom 12 (H): 0.203, atom 13 (H): 0.154, atom 14 (H): 0.410, atom 15 (H): 0.381, atom 16 (H): 0.162, atom 17 (H): 0.200, atom 18 (H): 0.418, atom 19 (H): 0.158, atom 20 (H): 0.180, atom 21 (H): 0.507, atom 22 (H): 0.491, atom 23 (H): 0.499, atom 24 (O): -0.959, atom 25 (H): 0.491, atom 26 (H): 0.490, atom 27 (O): -0.979, atom 28 (H): 0.518, atom 29 (H): 0.476, atom 30 (O): -0.972, atom 31 (H): 0.513, atom 32 (H): 0.480, atom 33 (O): -1.017, atom 34 (H): 0.519, atom 35 (H): 0.497, atom 36 (O): -1.010, atom 37 (H): 0.487, atom 38 (H): 0.501, atom 39 (O): -1.005, atom 40 (H): 0.506, atom 41 (H): 0.471, atom 42 (O): -0.987, atom 43 (H): 0.515, atom 44 (H): 0.482, atom 45 (O): -1.027, atom 46 (H): 0.486, atom 47 (H): 0.473, atom 48 (O): -0.959, atom 49 (H): 0.491, atom 50 (H): 0.510, atom 51 (O): -0.990, atom 52 (H): 0.481, atom 53 (H): 0.510, atom 54 (O): -0.990, atom 55 (H): 0.528, atom 56 (H): 0.518, atom 57 (O): -1.057, atom 58 (H): 0.474, atom 59 (H): 0.493, atom 60 (O): -0.967